# 1
ORCA calculation (wB97M-V/def2-TZVPD) on a structure of composition C2H4HgLiO2.

Last column: Mulliken spin population.
Element x y z (Å)
1 O -1.4777 -1.0325 1.5630  0.033
2 H -1.2394 -0.6571 2.4093  -0.006
3 C -0.0555 1.2449 0.1675  0.800
4 C 0.1450 0.5971 -1.0266  0.699
5 O 0.3028 -0.7186 -1.1682  0.242
6 H 0.4526 0.8623 1.0624  0.052
7 H -0.4051 2.2796 0.1581  0.029
8 H 0.5713 1.1889 -1.8560  0.072
9 Hg 2.4263 -1.9408 -1.4510  0.062
10 Li -0.7203 -1.8238 0.1415  0.019

Values from the calculation:
2S+1	3
LUMO (alpha / beta)	3.02 / 2.90	eV
HOMO-LUMO gap (alpha / beta)	3.2 / 7.2	eV
total charge	-1



# 2
ORCA calculation (wB97M-V/def2-TZVPD) on a cluster of 2 separate species, C2H4INO2 in total.

Last column: natural (NBO) charge in e.
Element x y z (Å)
1 O 1.4335 2.4436 0.0049  -0.483
2 C 1.8594 1.3717 0.0642  0.857
3 N 2.3625 0.2726 0.0007  -0.775
4 I 1.7823 -1.4132 0.9774  0.407
5 C -1.1973 -0.7236 -0.3590  -0.255
6 O -0.9146 0.3946 0.4268  -0.731
7 H -1.9765 -0.6686 -1.0849  0.176
8 H -1.3385 -1.6274 0.3116  0.155
9 H -0.2228 -0.9630 -0.8650  0.173
10 H -1.7879 0.9132 0.5233  0.476

Values from the calculation:
2S+1	1
LUMO	-0.86	eV
HOMO-LUMO gap	8.7	eV
total charge	0
structure (SMILES)	O=C=NI.CO



# 3
ORCA calculation (wB97M-V/def2-TZVPD) on a cluster of 2 separate species, C2H4INS in total.

Last column: natural (NBO) charge in e.
Element x y z (Å)
1 C 0.8449 0.2071 -0.2413  -0.427
2 N 0.7580 -1.1334 0.2426  -0.460
3 C 0.4437 -2.2811 -0.0550  0.224
4 S 0.0289 -3.7957 -0.0306  0.001
5 H 1.8257 0.1802 -0.8441  0.220
6 H 0.0736 0.6035 -0.8606  0.214
7 H 0.8634 0.7277 0.7621  0.227
8 I -3.3154 -0.0681 0.0005  -0.091
9 H -2.0159 -0.8580 0.3272  0.091

Values from the calculation:
2S+1	1
LUMO	0.39	eV
HOMO-LUMO gap	9.7	eV
total charge	0
structure (SMILES)	CN=C=S.I



# 4
ORCA calculation (wB97M-V/def2-TZVPD) on an isolated molecule of C2H4INS.

Last column: natural (NBO) charge in e.
Element x y z (Å)
1 C -0.1425 0.1563 -0.1228  -0.441
2 N 1.2279 -0.2966 0.0114  -0.626
3 C 2.1198 0.7011 0.0472  0.023
4 S 2.1449 2.3425 0.0929  0.011
5 I 4.1586 -0.4570 -0.0977  -0.045
6 H -0.0680 1.1695 -0.5258  0.225
7 H -0.8189 -0.5275 -0.6021  0.218
8 H -0.5601 0.1361 0.8641  0.209
9 H 1.4477 -1.1191 -0.5640  0.427

Values from the calculation:
2S+1	1
LUMO	-0.30	eV
HOMO-LUMO gap	8.5	eV
total charge	0
structure (SMILES)	CNC(=S)I



# 5
ORCA calculation (wB97M-V/def2-TZVPD) on a cluster of 2 separate species, C2H4INS in total.

Last column: natural (NBO) charge in e.
Element x y z (Å)
1 C 0.7052 1.6341 -0.0064  -0.471
2 C -0.5816 -1.1384 0.3943  -0.462
3 N 0.7645 -0.8234 0.0114  -0.515
4 S -0.8164 1.9438 0.2492  0.228
5 I 2.1732 2.6375 -0.9526  0.336
6 H -1.1188 -1.7614 -0.3890  0.194
7 H -0.6429 -1.5687 1.3185  0.194
8 H -1.1627 -0.1340 0.3126  0.191
9 H 0.6796 -0.7895 -0.9381  0.305

Values from the calculation:
2S+1	1
LUMO	-1.23	eV
HOMO-LUMO gap	7.0	eV
total charge	0



# 6
ORCA calculation (wB97M-V/def2-TZVPD) on a structure of composition C2H4KLiO2.

Last column: Mulliken spin population.
Element x y z (Å)
1 O 1.1233 3.3883 -0.1194  0.001
2 H 1.5885 3.5864 0.6909  0.000
3 C 0.6024 -1.3962 0.7596  -0.031
4 C -0.2435 -1.4001 -0.2964  0.054
5 O -1.1026 -0.4571 -0.6290  -0.265
6 H 0.5346 -0.6326 1.5411  -0.005
7 H 1.2996 -2.2234 0.8967  -0.001
8 H -0.2363 -2.2777 -0.9670  -0.016
9 Li -2.9206 -0.6984 -0.8428  0.745
10 K -0.6454 2.1108 -1.0339  0.517

Values from the calculation:
2S+1	2
LUMO (alpha / beta)	2.49 / 2.72	eV
HOMO-LUMO gap (alpha / beta)	3.5 / 7.0	eV
total charge	-1



# 7
ORCA calculation (wB97M-V/def2-TZVPD) on a structure of composition C2H4LiO2Tb.

Last column: Mulliken spin population.
Element x y z (Å)
1 O -0.1299 -1.0931 0.2564  0.001
2 C -0.9056 0.0092 -0.1077  0.017
3 C -0.1390 1.2957 -0.1683  -0.030
4 O 1.0638 1.3825 -0.0021  -0.054
5 H -1.7564 0.1567 0.5803  -0.009
6 H -1.3454 -0.1331 -1.1104  -0.006
7 H -0.7285 2.1961 -0.4247  -0.001
8 Tb 2.8586 -0.2572 0.2770  6.438
9 Li 0.9355 -2.3861 -0.6411  -0.343
10 H 0.1469 -1.1707 1.3406  -0.013

Values from the calculation:
2S+1	7
LUMO (alpha / beta)	-8.34 / -8.17	eV
HOMO-LUMO gap (alpha / beta)	9.9 / 6.3	eV
total charge	+2



# 8
ORCA calculation (wB97M-V/def2-TZVPD) on a structure of composition C2H4LiOPt.

Last column: Mulliken spin population.
Element x y z (Å)
1 O -0.2769 0.9786 0.0855  0.094
2 Pt 0.1320 2.4684 1.0863  2.734
3 C 0.1595 -0.1625 0.4085  0.002
4 C -0.2450 -1.2432 -0.5019  0.053
5 H 0.2764 -1.6908 0.3910  0.013
6 H -1.2409 -1.0683 -0.9052  0.006
7 H 0.4021 -1.6564 -1.2704  0.013
8 Li 0.2919 2.7104 -0.7235  0.081
9 H 0.5010 -0.3361 1.4298  0.004

Values from the calculation:
2S+1	4
LUMO (alpha / beta)	-10.96 / -13.98	eV
HOMO-LUMO gap (alpha / beta)	7.3 / 7.5	eV
total charge	+2



# 9
ORCA calculation (wB97M-V/def2-TZVPD) on a structure of composition C2H4LiOTl.

Last column: natural (NBO) charge in e.
Element x y z (Å)
1 O 0.2704 1.2856 0.0355  -1.115
2 Li 1.4939 2.5355 -0.6307  0.965
3 C 0.6046 0.0253 -0.3924  -0.189
4 C -0.4680 -0.8882 -0.5395  -0.445
5 H 1.4784 -0.4308 0.1237  0.129
6 H -1.4579 -0.4440 -0.7106  0.213
7 H -0.2155 -1.8915 -0.8967  0.218
8 H -1.2266 -1.0568 1.0452  -0.353
9 Tl -0.4793 0.8649 1.9655  0.577

Values from the calculation:
2S+1	1
LUMO	-1.27	eV
HOMO-LUMO gap	3.9	eV
total charge	0



# 10
ORCA calculation (wB97M-V/def2-TZVPD) on a cluster of 2 separate species, C2H4N2 in total.

Last column: natural (NBO) charge in e.
Element x y z (Å)
1 C 1.3962 2.0742 -0.1884  -0.399
2 C 1.1346 0.7668 -0.0776  -0.379
3 H 2.0599 2.6012 -0.8941  0.204
4 H 0.8464 2.6828 0.5292  0.188
5 H 1.5503 0.0475 -0.7780  0.187
6 H 0.5002 0.3468 0.7101  0.196
7 N -1.1068 -1.2417 -0.0589  -0.007
8 N -1.7706 -2.0047 0.3487  0.010

Values from the calculation:
2S+1	1
LUMO	1.44	eV
HOMO-LUMO gap	11.5	eV
total charge	0
structure (SMILES)	C=C.N#N



# 11
ORCA calculation (wB97M-V/def2-TZVPD) on an isolated molecule of C2H4N2.

Last column: natural (NBO) charge in e.
Element x y z (Å)
1 C 0.7381 0.3451 -0.0472  -0.288
2 C -0.2280 -0.4968 0.4964  0.017
3 N -1.3263 -0.3253 -0.3550  -0.418
4 N -0.6001 0.8902 0.1764  -0.223
5 H 1.4996 0.8546 0.5918  0.217
6 H 1.0510 0.0790 -1.0239  0.173
7 H -0.1606 -0.9539 1.5453  0.206
8 H -0.9736 -0.3929 -1.3838  0.315

Values from the calculation:
2S+1	1
LUMO	1.13	eV
HOMO-LUMO gap	11.4	eV
total charge	0
structure (SMILES)	C1[C@@H]2NN12



# 12
ORCA calculation (wB97M-V/def2-TZVPD) on an isolated molecule of C2H4N2.

Last column: natural (NBO) charge in e.
Element x y z (Å)
1 C -0.5136 -0.9837 0.3319  -0.351
2 C -0.0599 -0.0649 -0.5234  -0.114
3 N 1.1657 1.0771 0.9458  -0.201
4 N 0.4156 1.2313 0.0382  -0.248
5 H -0.7127 -2.0043 0.0781  0.200
6 H 0.1764 -0.4787 -1.5313  0.211
7 H -0.7220 -0.8186 1.3058  0.194
8 H 0.2504 2.0417 -0.6449  0.310

Values from the calculation:
2S+1	1
LUMO	1.01	eV
HOMO-LUMO gap	9.0	eV
total charge	0



Repeat the second record exactly.
ORCA calculation (wB97M-V/def2-TZVPD) on a cluster of 2 separate species, C2H4INO2 in total.

Last column: natural (NBO) charge in e.
Element x y z (Å)
1 O 1.4335 2.4436 0.0049  -0.483
2 C 1.8594 1.3717 0.0642  0.857
3 N 2.3625 0.2726 0.0007  -0.775
4 I 1.7823 -1.4132 0.9774  0.407
5 C -1.1973 -0.7236 -0.3590  -0.255
6 O -0.9146 0.3946 0.4268  -0.731
7 H -1.9765 -0.6686 -1.0849  0.176
8 H -1.3385 -1.6274 0.3116  0.155
9 H -0.2228 -0.9630 -0.8650  0.173
10 H -1.7879 0.9132 0.5233  0.476

Values from the calculation:
2S+1	1
LUMO	-0.86	eV
HOMO-LUMO gap	8.7	eV
total charge	0
structure (SMILES)	O=C=NI.CO